Record 1
{
  "formula": "C27H28Cl5Ge2KN3O2S3Se",
  "method": "wB97M-V/def2-TZVPD",
  "species": ["Se", "Ge", "Ge", "K", "Cl", "Cl", "Cl", "Cl", "Cl", "S", "S", "S", "O", "O", "N", "N", "N", "C", "C", "C", "C", "C", "C", "C", "C", "C", "C", "C", "C", "C", "C", "C", "C", "C", "C", "C", "C", "C", "C", "C", "C", "C", "C", "C", "H", "H", "H", "H", "H", "H", "H", "H", "H", "H", "H", "H", "H", "H", "H", "H", "H", "H", "H", "H", "H", "H", "H", "H", "H", "H", "H", "H"],
  "coordinates": [[-1.35, -1.67, -1.38], [-1.56, -3.35, -4.12], [-3.40, 2.38, 1.50], [-0.06, 1.34, -0.36], [-3.66, -1.60, 4.62], [-3.75, 3.32, 3.49], [-5.65, 1.88, 0.97], [-2.78, 4.30, 0.48], [-0.01, 2.15, 2.93], [3.52, -0.36, -0.05], [-2.34, 0.16, 2.19], [-3.13, 1.54, -3.98], [4.88, -0.76, 0.32], [3.17, -0.61, -1.43], [3.04, 1.07, 0.40], [1.69, 3.45, 0.74], [-2.52, 1.08, -1.25], [1.44, 5.80, 0.30], [-0.62, -2.05, -5.18], [2.88, 3.44, 0.09], [-1.86, 0.35, 3.84], [4.81, 2.26, -0.80], [3.40, 4.65, -0.51], [1.01, 4.56, 0.86], [2.42, -1.39, 0.91], [-0.93, 0.66, 6.44], [1.78, -0.94, 2.06], [-0.79, -3.32, -2.29], [-1.46, -5.21, -4.74], [-1.99, -0.21, 6.19], [0.56, -2.99, 2.18], [0.85, -1.73, 2.69], [-0.83, 1.25, 4.15], [-0.37, 1.40, 5.44], [2.64, 5.83, -0.38], [3.62, 2.20, -0.10], [-3.47, -2.86, -4.16], [-2.80, 1.27, -2.37], [1.24, -3.48, 1.06], [-2.98, -2.21, -0.47], [-2.41, -0.38, 4.90], [5.29, 3.46, -1.32], [2.15, -2.66, 0.42], [4.58, 4.62, -1.25], [-2.08, -5.83, -4.08], [-0.73, -1.05, -4.79], [2.98, 6.72, -0.87], [0.11, 4.45, 1.44], [0.41, -2.28, -5.33], [-0.24, -3.54, 2.68], [-3.47, -1.27, -0.10], [-4.10, -3.56, -3.60], [-1.78, -5.45, -5.76], [-1.11, -4.16, -1.68], [-3.55, -1.88, -3.70], [0.48, 2.06, 5.58], [0.29, -3.27, -2.33], [5.33, 1.34, -0.98], [1.97, 0.06, 2.37], [2.61, -3.00, -0.51], [0.85, 6.68, 0.35], [-0.45, -5.61, -4.62], [-2.48, -0.78, 6.98], [-1.08, -1.99, -6.17], [5.01, 5.56, -1.62], [6.23, 3.46, -1.88], [1.01, -4.45, 0.62], [-0.53, 0.77, 7.43], [-3.69, -2.69, -1.15], [-3.77, -2.80, -5.23], [-2.75, -2.80, 0.41], [0.25, -1.35, 3.51]],
  "largest_force_ev_per_a": 1.3,
  "multiplicity": 2,
  "lumo_ha": [0.1435, 0.1284],
  "charge": -2,
  "gap_ev": [5.77, 6.43],
  "total_energy_ha": -12011.42420,
  "s2": 0.76,
  "mol_weight_g_mol": 963.284
}

Record 2
{
  "formula": "C34H27N7O3S4Zr",
  "method": "wB97M-V/def2-TZVPD",
  "species": ["Zr", "S", "S", "S", "S", "O", "O", "O", "N", "N", "N", "N", "N", "N", "N", "C", "C", "C", "C", "C", "C", "C", "C", "C", "C", "C", "C", "C", "C", "C", "C", "C", "C", "C", "C", "C", "C", "C", "C", "C", "C", "C", "C", "C", "C", "C", "C", "C", "C", "H", "H", "H", "H", "H", "H", "H", "H", "H", "H", "H", "H", "H", "H", "H", "H", "H", "H", "H", "H", "H", "H", "H", "H", "H", "H", "H"],
  "coordinates": [[-0.30, 0.51, 0.41], [1.48, -0.96, -1.56], [-0.04, -0.71, 2.97], [0.36, 3.91, -1.02], [-1.60, 1.63, -4.08], [-0.29, 1.23, -1.39], [0.24, 0.47, 3.75], [-1.29, -0.64, 2.14], [0.99, -0.75, 1.70], [-0.03, -5.60, 6.11], [3.21, -0.17, 2.38], [-3.31, 0.25, -0.56], [1.82, 1.22, 1.04], [-2.30, -0.46, -0.46], [-2.12, 1.82, 0.79], [2.81, 2.12, 0.90], [-3.13, -3.24, -2.76], [-2.22, -4.19, -2.31], [1.85, 0.64, -2.14], [0.57, -2.14, 5.15], [-0.07, -2.13, 3.90], [1.77, 3.75, -3.14], [4.16, 0.76, 2.28], [0.59, 0.54, -4.82], [1.19, 5.32, -1.54], [-0.31, 0.42, -5.93], [-4.21, 3.61, 0.59], [-3.22, 1.51, 0.08], [-0.69, -3.28, 3.39], [-2.07, 2.99, 1.43], [0.02, 1.16, -3.76], [-2.32, -1.72, -1.11], [3.17, 0.90, -2.05], [-1.35, -3.91, -1.26], [-0.67, -4.43, 4.12], [4.02, 1.92, 1.53], [2.09, 0.10, 1.75], [0.99, 2.98, -2.34], [-1.52, 0.97, -5.66], [-1.40, -2.66, -0.66], [-3.18, -2.00, -2.16], [3.13, -1.25, -1.13], [-4.27, 2.38, -0.06], [3.92, -0.20, -1.48], [-0.04, -4.47, 5.39], [0.58, -3.30, 5.88], [1.89, 5.09, -2.68], [-3.10, 3.91, 1.36], [0.65, 1.51, -2.44], [0.40, -5.63, 7.02], [1.07, 6.25, -1.00], [3.62, 1.84, -2.34], [-2.39, 1.02, -6.31], [2.59, 3.00, 0.31], [4.81, 2.64, 1.45], [2.23, 3.38, -4.05], [-0.05, -0.04, -6.87], [-1.16, -5.32, 3.75], [1.03, -1.24, 5.52], [-2.18, -5.16, -2.79], [1.60, 0.17, -4.83], [-1.18, 3.20, 2.02], [-3.03, 4.85, 1.90], [5.08, 0.55, 2.82], [1.06, -3.32, 6.85], [-3.87, -1.23, -2.50], [-0.74, -2.44, 0.17], [-0.49, -6.43, 5.79], [-5.12, 2.08, -0.66], [-1.20, -3.25, 2.43], [2.46, 5.86, -3.18], [-3.79, -3.46, -3.59], [-0.65, -4.65, -0.92], [4.99, -0.19, -1.35], [-5.03, 4.31, 0.51], [3.43, -2.19, -0.71]],
  "largest_force_ev_per_a": 1.0,
  "lumo_ha": -0.2527,
  "charge": 2,
  "gap_ev": 6.08,
  "total_energy_ha": -3560.26647,
  "mol_weight_g_mol": 801.128
}

Record 3
{
  "formula": "CH4N2OS2",
  "method": "wB97M-V/def2-TZVPD",
  "species": ["S", "S", "O", "N", "N", "C", "H", "H", "H", "H"],
  "coordinates": [[1.49, -0.49, 1.83], [0.50, -0.72, -1.28], [-2.26, 0.72, -1.57], [-1.53, 0.98, -0.38], [0.16, 0.47, 1.06], [-0.32, 0.38, -0.21], [-2.53, -0.74, -1.62], [0.07, 1.54, 1.19], [-2.12, 0.93, 0.40], [2.34, -0.56, 0.43]],
  "largest_force_ev_per_a": 5.1,
  "lumo_ha": -0.0243,
  "charge": 0,
  "gap_ev": 7.99,
  "total_energy_ha": -1021.41681,
  "mol_weight_g_mol": 124.190
}

Record 4
{
  "formula": "C9H17FNO5PS",
  "method": "wB97M-V/def2-TZVPD",
  "species": ["S", "P", "F", "O", "O", "O", "O", "O", "N", "C", "C", "C", "C", "C", "C", "C", "C", "C", "H", "H", "H", "H", "H", "H", "H", "H", "H", "H", "H", "H", "H", "H", "H", "H", "H"],
  "coordinates": [[2.51, -1.65, -3.92], [0.72, -0.97, -1.71], [1.16, -2.08, -4.84], [-1.11, 1.53, 2.44], [3.27, -2.82, -3.33], [3.48, -0.96, -4.90], [-3.19, 2.40, 2.77], [-2.66, 1.10, 0.98], [2.03, -0.44, -2.78], [-2.40, 1.75, 2.13], [-0.99, -0.33, -2.28], [-1.19, 1.37, 4.88], [0.69, -2.85, -1.44], [3.48, -0.70, -0.69], [3.93, -1.14, 0.48], [3.19, 0.16, -2.05], [-4.03, 1.17, 0.58], [-0.66, 2.12, 3.67], [0.39, -3.38, -2.42], [1.74, -3.21, -1.12], [4.43, -1.26, 1.52], [-1.65, -0.29, -1.33], [0.43, 2.06, 3.66], [2.90, 1.24, -1.72], [-4.38, 2.21, 0.52], [-0.91, 0.76, -2.68], [-0.78, 1.78, 5.80], [-2.28, 1.42, 4.93], [-0.92, 0.31, 4.81], [4.15, 0.28, -2.69], [-4.65, 0.60, 1.28], [-0.93, 3.18, 3.70], [-4.12, 0.72, -0.41], [-1.49, -1.02, -3.07], [-0.12, -3.07, -0.63]],
  "largest_force_ev_per_a": 8.0,
  "lumo_ha": -0.0162,
  "charge": 0,
  "gap_ev": 7.92,
  "smiles": "C#CCN(P(C)C)S(=O)(=O)F.CCOC(=O)OC",
  "total_energy_ha": -1623.27347,
  "mol_weight_g_mol": 301.276
}